{"formula": "C42H90Cl16OS", "method": "the ωB97M-V functional and the def2-TZVPD basis", "species": ["C", "S", "O", "C", "H", "H", "H", "H", "H", "H", "C", "Cl", "Cl", "Cl", "Cl", "C", "Cl", "Cl", "Cl", "Cl", "C", "Cl", "Cl", "Cl", "Cl", "C", "Cl", "Cl", "Cl", "Cl", "C", "C", "C", "C", "C", "C", "H", "H", "H", "H", "H", "H", "H", "H", "H", "H", "H", "H", "H", "H", "C", "C", "C", "C", "C", "C", "H", "H", "H", "H", "H", "H", "H", "H", "H", "H", "H", "H", "H", "H", "C", "C", "C", "C", "C", "C", "H", "H", "H", "H", "H", "H", "H", "H", "H", "H", "H", "H", "H", "H", "C", "C", "C", "C", "C", "C", "H", "H", "H", "H", "H", "H", "H", "H", "H", "H", "H", "H", "H", "H", "C", "C", "C", "C", "C", "C", "H", "H", "H", "H", "H", "H", "H", "H", "H", "H", "H", "H", "H", "H", "C", "C", "C", "C", "C", "C", "H", "H", "H", "H", "H", "H", "H", "H", "H", "H", "H", "H", "H", "H"], "xyz": [[10.7934, -20.7336, -28.7193], [10.5848, -20.4446, -26.8879], [9.4907, -21.3399, -26.2784], [12.2776, -21.0619, -26.3812], [9.8205, -20.8038, -29.2057], [11.2731, -21.6851, -28.9488], [11.5998, -20.1495, -29.1628], [12.2101, -21.0009, -25.2950], [13.1146, -20.4259, -26.6694], [12.4174, -22.1196, -26.6043], [7.7395, -18.9312, -25.5579], [7.6034, -20.6221, -24.8436], [6.7709, -18.7574, -27.0266], [7.2221, -17.8235, -24.3211], [9.4373, -18.7589, -25.9678], [11.6650, -13.8789, -25.5295], [10.2888, -13.1747, -26.5429], [11.1698, -15.3480, -24.7056], [12.9800, -14.3021, -26.6799], [12.1784, -12.6177, -24.3761], [14.5871, -14.4450, -23.6194], [14.8005, -12.6764, -23.8510], [15.7546, -15.0404, -22.4722], [12.9814, -14.5245, -22.8041], [14.6365, -15.3797, -25.0813], [13.4914, -18.4042, -23.2074], [13.5024, -18.8055, -21.5063], [12.7477, -16.7364, -23.3860], [15.1473, -18.5462, -23.8885], [12.4271, -19.6193, -24.0356], [15.6134, -18.3214, -27.3946], [14.9964, -17.5304, -26.2676], [13.6358, -16.9301, -26.6980], [12.4312, -17.8964, -26.7969], [10.9548, -17.2845, -26.8150], [10.6852, -16.3525, -28.0279], [16.6359, -18.5866, -27.1255], [15.5912, -17.8791, -28.3906], [14.9217, -19.1580, -27.4928], [15.0225, -18.2093, -25.4151], [15.7459, -16.7646, -26.0682], [13.8418, -16.4840, -27.6709], [13.3974, -16.1050, -26.0268], [12.4420, -18.4125, -27.7569], [12.4827, -18.6371, -25.9988], [10.2611, -18.1251, -26.7979], [10.7049, -16.8507, -25.8467], [11.1480, -16.4966, -29.0042], [9.6148, -16.3030, -28.2279], [10.9359, -15.3176, -27.7950], [8.6112, -16.5094, -26.7821], [8.4845, -15.5638, -25.5918], [7.4706, -14.4400, -25.7567], [7.3465, -13.4810, -24.5905], [6.3116, -12.3544, -24.8077], [6.0456, -11.4620, -23.6143], [9.0406, -17.3917, -26.3076], [9.2655, -16.0941, -27.5485], [7.6665, -16.9250, -27.1328], [8.2854, -16.1914, -24.7232], [9.3830, -14.9893, -25.3663], [6.5221, -14.9689, -25.8501], [7.7830, -13.9152, -26.6595], [7.0153, -14.1394, -23.7873], [8.3468, -13.0852, -24.4148], [6.5173, -11.7275, -25.6753], [5.3666, -12.8136, -25.0978], [5.0016, -11.1632, -23.7084], [5.9177, -12.0155, -22.6840], [6.7222, -10.6190, -23.4740], [6.3991, -15.0790, -32.3451], [6.7559, -15.1290, -30.8067], [7.7035, -16.4199, -30.4998], [7.9403, -16.6733, -28.9346], [8.9433, -17.8029, -28.5862], [8.6150, -19.1938, -29.2301], [5.8028, -14.1981, -32.5831], [5.8864, -16.0228, -32.5306], [7.2480, -15.1102, -33.0282], [7.1533, -14.2084, -30.3793], [5.8581, -15.4188, -30.2608], [8.6621, -16.3586, -31.0150], [7.0923, -17.1977, -30.9575], [8.3056, -15.7493, -28.4865], [6.9208, -16.9306, -28.6472], [9.9280, -17.5704, -28.9917], [8.8888, -17.9727, -27.5109], [9.4169, -19.9004, -29.0160], [7.6637, -19.5571, -28.8412], [8.5550, -19.1852, -30.3184], [22.0386, -14.2117, -26.6160], [20.5346, -14.4104, -26.7931], [19.9616, -15.3231, -25.7518], [18.5156, -15.9340, -25.9688], [18.0324, -16.7021, -24.7859], [16.6500, -17.4097, -24.9590], [22.3568, -13.4086, -27.2806], [22.6065, -15.0665, -26.9832], [22.2207, -14.0350, -25.5559], [20.0913, -13.4540, -26.5157], [20.3635, -14.6375, -27.8454], [19.9549, -14.6461, -24.8975], [20.6786, -16.0686, -25.4080], [17.7757, -15.1678, -26.2003], [18.5723, -16.5787, -26.8459], [18.7563, -17.4174, -24.3956], [17.9491, -16.1286, -23.8627], [16.3862, -17.6605, -25.9864], [16.3875, -18.2669, -24.3390], [15.7972, -16.7487, -24.8043], [20.6735, -24.0470, -24.6693], [19.9359, -22.8549, -24.1990], [19.0777, -22.2036, -25.2749], [18.0007, -21.2456, -24.7060], [17.5562, -20.2457, -25.7773], [16.0610, -20.1812, -25.6200], [20.0969, -24.8010, -25.2052], [21.2483, -24.4331, -23.8275], [21.4350, -23.6048, -25.3116], [19.2801, -23.0600, -23.3529], [20.6619, -22.1902, -23.7308], [18.6408, -22.8607, -26.0269], [19.7928, -21.6356, -25.8699], [17.2851, -21.8231, -24.1208], [18.2913, -20.6148, -23.8658], [17.9764, -19.2406, -25.7399], [17.7231, -20.5568, -26.8086], [15.5193, -19.7020, -26.4355], [15.6818, -21.2028, -25.5967], [15.8046, -19.8290, -24.6209], [9.1769, -16.7573, -33.6269], [10.4669, -17.1330, -32.8347], [10.1890, -17.9760, -31.5432], [11.2633, -18.0645, -30.5266], [12.5725, -18.7654, -30.8744], [13.3146, -18.9366, -29.5305], [9.5068, -16.4725, -34.6260], [8.5310, -15.9906, -33.1990], [8.6228, -17.6882, -33.7473], [11.2093, -17.7335, -33.3603], [10.9338, -16.1624, -32.6674], [9.8164, -18.9704, -31.7886], [9.3364, -17.5028, -31.0560], [11.4485, -17.0355, -30.2185], [10.7549, -18.6088, -29.7307], [12.4034, -19.6795, -31.4437], [13.1798, -18.1716, -31.5576], [13.5984, -17.9531, -29.1560], [12.6790, -19.4221, -28.7898], [14.2619, -19.4754, -29.5517]], "lowdin_charge": [-0.22, 0.78, -0.62, -0.26, 0.05, 0.08, 0.02, -0.10, 0.04, 0.07, -1.63, 0.59, 0.80, 0.72, 0.78, -1.66, 0.64, 0.65, 0.65, 0.49, -1.79, 0.51, 0.65, 0.39, 0.72, -1.63, 0.58, 0.44, 0.85, 0.68, -0.11, -0.45, -0.31, -0.17, -0.29, -0.14, 0.08, 0.10, 0.07, -0.06, 0.02, 0.10, -0.15, 0.04, 0.00, -0.19, -0.01, 0.08, 0.00, 0.04, -0.37, -0.34, -0.26, -0.22, -0.26, -0.12, -0.15, -0.05, 0.01, -0.01, -0.06, 0.12, 0.08, 0.12, 0.09, 0.11, 0.10, 0.06, 0.07, 0.07, -0.10, -0.19, -0.15, -0.19, -0.35, -0.11, 0.07, 0.07, 0.03, 0.09, 0.09, 0.07, 0.11, 0.11, 0.09, 0.05, -0.03, -0.05, 0.02, 0.07, -0.12, -0.29, -0.22, -0.18, -0.19, -0.35, 0.07, 0.07, 0.07, 0.11, 0.11, 0.11, 0.11, 0.11, 0.12, 0.11, 0.08, 0.00, -0.12, -0.06, -0.13, -0.31, -0.21, -0.20, -0.23, -0.20, 0.08, 0.07, 0.08, 0.10, 0.11, 0.12, 0.11, 0.11, 0.11, 0.09, 0.12, 0.02, 0.10, -0.06, -0.09, -0.21, -0.23, -0.25, -0.18, -0.12, 0.07, 0.02, 0.08, 0.10, 0.10, 0.12, 0.03, 0.10, 0.06, 0.12, 0.11, 0.07, 0.01, 0.09], "homo_lumo_gap_ev": 7.55, "lumo_ev": -0.18, "total_energy_ev": -258202.5830, "spin_multiplicity": 1, "homo_ev": -7.733, "charge": 0}